(1)
Below is a structure of composition C24H30LuN2P2, with properties calculated with ωB97M-V/def2-TZVPD.

Computed properties:
- E (hartree) = -2960.037750
- max |F| (hartree/bohr) = 0.042
- HOMO energy (spin up / spin down) (eV) = -8.20 / -7.95

ORCA input file:
```
! wB97M-V def2-TZVPD RIJCOSX def2/J DEFGRID3
* xyz 1 1
C -2.22793 -3.48700 -1.46848
C -1.67440 -2.21896 -1.30305
C -1.99878 -1.50402 -0.12111
C -2.88629 -2.03999 0.85577
C -3.36694 -3.36612 0.67073
C -3.05266 -4.06044 -0.48509
C -3.24692 -1.22688 1.94735
C -3.07585 0.16836 1.87922
C -2.22837 0.69321 0.85957
C -2.17846 2.09093 0.58090
C -2.93397 2.94086 1.38510
C -3.67721 2.45111 2.47251
C -3.72641 1.09375 2.74326
H -1.99467 -4.02962 -2.38588
H -4.02206 -3.78931 1.43729
H -3.44192 -5.06390 -0.65078
H -3.90467 -1.63713 2.71888
H -2.92683 4.00765 1.15098
H -4.22142 3.16336 3.09221
H -4.32857 0.69433 3.56299
N -1.47490 -0.23716 0.13054
Lu 0.62746 0.05437 0.54338
C -0.71175 -1.63144 -2.32540
H -1.04066 -0.62781 -2.64221
H -0.64683 -2.29151 -3.20268
C -1.33243 2.65269 -0.56666
H -1.49877 2.09391 -1.50302
H -1.58768 3.70834 -0.73980
P 1.00556 -1.45825 -1.61921
P 0.48399 2.58543 -0.18067
C 0.58893 3.89381 1.08709
H 1.57155 3.84309 1.56876
H 0.46430 4.89275 0.64973
H -0.17757 3.75500 1.85692
C 1.34442 3.31833 -1.60248
H 1.12384 4.38828 -1.72242
H 2.42554 3.20350 -1.44824
H 1.07726 2.79491 -2.52880
C 1.40570 -3.23233 -1.41243
H 1.41076 -3.75180 -2.38206
H 2.39543 -3.32112 -0.94849
H 0.67372 -3.71431 -0.75168
C 2.06169 -0.97376 -3.01336
H 3.09033 -0.89204 -2.63955
H 2.02590 -1.71269 -3.82592
H 1.75184 0.01074 -3.38670
H -2.31500 -2.22610 3.89183
H -1.55808 -2.18660 4.04368
C 5.43785 0.37398 0.03719
C 4.89388 -0.90907 0.12192
C 3.60913 -1.08081 0.62909
N 2.84833 -0.01194 1.00704
C 3.43699 1.22078 1.07643
C 4.70725 1.44333 0.55577
H 6.42839 0.53086 -0.39250
H 5.44745 -1.78459 -0.21222
H 3.15745 -2.06733 0.77166
H 2.86097 2.00860 1.57659
H 5.10208 2.45775 0.55651
*
```

=====

(2)
Below is a cluster of 2 separate species, C9H18N2 in total, with properties calculated with ωB97M-V/def2-TZVPD.

Computed properties:
- SMILES string = CCc1c[nH]cn1.CC(C)C
- E (hartree) = -463.104126
- max |F| (hartree/bohr) = 0.255
- energy above the lowest of the compared OMol25 structures with the same formula, charge and spin (kcal per mole) = 82.7
- HOMO energy (eV) = -8.52

ORCA input file:
```
! wB97M-V def2-TZVPD RIJCOSX def2/J DEFGRID3
* xyz 0 1
C -0.02562 1.46594 -2.17496
C 0.16775 2.08669 -0.81431
C -1.26515 0.67179 -2.24617
C 0.24958 2.28265 -3.51395
H 0.91391 0.80962 -2.13482
H -0.67596 2.23579 -0.25430
H -2.22774 1.16245 -1.91091
H -1.34987 0.34754 -3.26512
H -1.23405 -0.00288 -1.51415
H 0.94183 1.63662 -4.20503
H -0.64158 2.16884 -4.14222
H 0.47225 3.10687 -1.13789
H 0.77543 1.60690 -0.17147
H 0.63206 3.26294 -3.33766
C 1.84325 -1.25036 1.33406
C 2.33007 0.12340 0.96873
C 0.39105 -1.37948 1.48304
C -0.50749 -2.10036 0.67193
C -1.56837 -0.77698 2.25829
N -0.26940 -0.42824 2.21386
N -1.76515 -1.80689 1.31339
H 2.35744 -2.11625 0.77472
H 2.23801 -1.45830 2.46606
H 2.31028 0.28095 -0.10104
H -0.41414 -2.73202 0.01482
H -2.34943 -0.29746 2.89292
H -2.61295 -2.24844 1.00002
H 3.37216 0.15758 1.02167
H 2.04370 0.98549 1.51373
*
```

=====

(3)
Below is the ion C3H3N2 with charge +1, with properties calculated with ωB97M-V/def2-TZVPD.

Computed properties:
- SMILES string = C[N+]#CC#N
- E (hartree) = -225.209649
- max |F| (hartree/bohr) = 0.170
- energy above the lowest of the compared OMol25 structures with the same formula, charge and spin (kcal per mole) = 30.2
- HOMO energy (eV) = -18.21

ORCA input file:
```
! wB97M-V def2-TZVPD RIJCOSX def2/J DEFGRID3
* xyz 1 1
C -0.71012 -2.42819 0.16325
C -0.35039 -0.96571 -0.32818
C 0.35605 1.40519 -0.09821
N -1.01701 -3.36873 0.69331
N 0.04240 0.10057 -0.25286
H 0.34857 1.76734 0.99297
H 1.47889 1.30738 -0.44507
H -0.14839 2.18215 -0.72520
*
```

=====

(4)
Below is a structure of composition C5H10O7, with properties calculated with ωB97M-V/def2-TZVPD.

Computed properties:
- E (hartree) = -722.842575
- max |F| (hartree/bohr) = 0.094
- energy above the lowest of the compared OMol25 structures with the same formula, charge and spin (kcal per mole) = 44.1
- HOMO energy (spin up / spin down) (eV) = -9.35 / -9.29

ORCA input file:
```
! wB97M-V def2-TZVPD RIJCOSX def2/J DEFGRID3
* xyz 0 1
H -5.12568 1.34289 0.15492
C -4.01911 1.31295 0.20946
O -3.16786 1.85433 -0.46966
C -3.65056 0.20910 1.22460
C -3.63167 0.78404 2.72555
C -5.01600 1.25722 3.12953
C -3.09261 -0.31102 3.69065
O -1.74664 -0.54305 3.28412
H -1.44863 -1.34996 3.76352
O -2.73392 1.89274 2.67704
H -2.31636 1.98904 3.55365
O -4.59634 -0.87335 1.21657
O -4.67078 -1.58979 -0.06924
H -2.60510 -0.06997 1.06255
H -5.70148 0.41260 3.04321
H -5.01226 1.59636 4.18058
H -5.35712 2.08242 2.48935
H -3.12131 0.05119 4.74508
H -3.71235 -1.19966 3.52686
H -5.38347 -2.52044 -0.17026
O -6.15011 -3.43249 -0.39568
O -7.36046 -3.04142 -0.49481
*
```

=====

(5)
Below is the molecule C4H8N4, with properties calculated with ωB97M-V/def2-TZVPD.

Computed properties:
- SMILES string = CNc1[nH]cnc1N
- E (hartree) = -376.137140
- max |F| (hartree/bohr) = 0.149
- energy above the lowest of the compared OMol25 structures with the same formula, charge and spin (kcal per mole) = 69.9
- HOMO energy (eV) = -7.35

ORCA input file:
```
! wB97M-V def2-TZVPD RIJCOSX def2/J DEFGRID3
* xyz 0 1
C 0.30766 2.20366 -1.09077
C 0.37841 -0.08085 -0.46079
C 0.86509 -1.40147 1.28324
C -0.66505 -0.32134 0.37394
H 0.29286 3.12639 -1.78928
H -0.64011 2.39124 -0.46167
H 1.16809 2.36170 -0.22555
H -0.62531 0.56244 -2.10160
H 2.38477 -0.74415 -0.31437
H 1.44099 -2.13021 1.96493
H -2.33144 0.38196 -0.74671
H -2.74882 -0.38394 1.00317
N 0.41344 0.70889 -1.52060
N 1.38083 -0.83645 0.06992
N -0.36722 -1.10653 1.38648
N -2.03529 0.09616 0.35527
*
```

=====

(6)
Below is a cluster of 23 separate species, C16H77BBrNO27S in total, with properties calculated with ωB97M-V/def2-TZVPD.

Computed properties:
- E (hartree) = -5738.740903
- max |F| (hartree/bohr) = 0.133
- HOMO energy (eV) = -9.52

ORCA input file:
```
! wB97M-V def2-TZVPD RIJCOSX def2/J DEFGRID3
* xyz 0 1
C 10.19793 1.62638 1.48437
C 9.19425 0.30470 1.30496
C 7.86421 0.85414 0.49038
C 7.15533 -0.27600 -0.47425
C 5.49900 -0.12420 -0.36206
C 4.75766 -0.91034 -1.62582
C 3.13887 -0.65973 -1.55215
C 2.35264 -1.97265 -0.87654
C 0.89442 -1.38409 -0.36680
C 0.97036 -0.69508 1.15252
C -0.28771 -1.20330 2.07392
C -1.58233 -0.19806 2.10079
C -2.34044 -0.01881 0.64381
B -1.80541 1.40092 -0.07137
O -0.69314 2.22975 0.49947
N -2.45071 1.98700 -1.34644
C -3.12001 3.27590 -0.82614
C -1.39942 2.40218 -2.35573
O -2.31743 -1.22446 -0.25034
S -3.39481 -2.46064 0.31787
O -2.82743 -3.47213 1.37989
O -4.26953 -3.19598 -0.76938
O -4.37721 -1.46319 1.34868
C -3.94081 -0.04402 1.13023
Br -5.32012 0.51990 -0.26344
H 10.67561 1.91366 0.43905
H 9.61661 2.57692 1.86310
H 11.06032 1.40437 2.27600
H 9.75276 -0.57137 0.73618
H 8.86890 0.01753 2.40165
H 8.22025 1.79164 -0.12486
H 7.05324 1.15545 1.30637
H 7.46592 -0.07594 -1.59812
H 7.44597 -1.38066 -0.21690
H 5.17062 -0.57770 0.69138
H 5.24656 1.03758 -0.41810
H 4.99915 -2.05514 -1.65420
H 5.14035 -0.44825 -2.64512
H 2.61412 -0.48216 -2.58375
H 2.94629 0.28003 -0.84445
H 2.95767 -2.35553 0.06623
H 2.26533 -2.87490 -1.61705
H 0.40310 -0.64272 -1.16271
H 0.14923 -2.30139 -0.30226
H 1.13132 0.46407 1.12481
H 1.96232 -1.15285 1.63361
H 0.12089 -1.24730 3.19443
H -0.52390 -2.31111 1.77801
H -1.27516 0.81305 2.61113
H -2.37539 -0.69973 2.83870
H 0.14347 2.08715 -0.03332
H -3.74205 3.81276 -1.66167
H -3.79985 3.03207 0.12090
H -2.31574 4.06439 -0.43459
H -0.91305 3.39475 -1.96372
H -1.88536 2.60875 -3.42637
H -0.57365 1.56097 -2.38604
H -4.10839 0.59711 2.09547
O -2.60125 2.91444 3.47279
H -2.18821 3.16959 4.31132
H -1.87089 2.93518 2.83629
O 0.01053 5.38702 -2.80284
H 0.17797 5.84944 -1.96799
H -0.54886 6.00077 -3.30222
O -1.73658 7.56254 -4.39990
H -2.59929 7.92467 -4.14803
H -1.42448 8.16253 -5.09386
O -0.98519 2.10398 5.60470
H -0.01940 2.06593 5.53655
H -1.15577 2.03057 6.55576
O 0.45262 -3.91843 -2.19343
H 0.43378 -4.05647 -3.15231
H -0.34676 -3.40033 -2.01582
O -7.19768 -1.29786 -3.16670
H -6.95775 -0.45585 -2.75162
H -6.90493 -1.96536 -2.52816
O -5.79352 -3.61060 3.03590
H -5.05052 -4.01482 2.56325
H -5.94899 -2.78028 2.56116
O -0.72909 -1.72343 -3.79378
H -1.26926 -1.30613 -3.10608
H -1.29468 -1.70272 -4.58034
O 11.87519 -1.06232 2.11555
H 11.30331 -1.84213 2.05480
H 12.22847 -0.96075 1.21897
O 1.37519 -0.61761 5.98732
H 0.80331 -1.39742 5.92656
H 1.72847 -0.51605 5.09073
O -7.96327 -5.36784 4.53749
H -7.69709 -5.13693 5.44008
H -7.43267 -4.77972 3.97932
O 2.72168 6.59385 -1.89217
H 1.92464 6.20890 -2.28636
H 3.26387 6.84235 -2.65588
O -7.52834 -0.77086 -6.31605
H -6.56255 -0.80891 -6.38420
H -7.69892 -0.84427 -5.36500
O 2.14088 2.56335 -1.45028
H 2.88389 2.15913 -1.92293
H 1.98542 3.39367 -1.92503
O -8.03262 -2.13534 -9.18590
H -7.86518 -1.67292 -8.35105
H -8.59201 -1.52159 -9.68529
O 6.59401 -3.17363 -2.50577
H 6.71520 -3.00083 -3.45145
H 6.21476 -4.06490 -2.47745
O -8.64168 -1.15561 -0.08871
H -7.71054 -1.00824 0.13513
H -9.12380 -0.81608 0.68023
O -6.25093 -6.18434 7.49376
H -6.82282 -6.96415 7.43300
H -5.89766 -6.08278 6.59717
O -7.90235 -3.82262 8.80098
H -7.22254 -4.23945 8.25057
H -7.44652 -3.06921 9.20541
O 9.04907 -0.68260 -3.39813
H 8.47718 -1.46241 -3.45889
H 9.40234 -0.58104 -4.29472
O 2.19864 9.28145 -1.39642
H 2.43856 10.12346 -0.98134
H 2.49139 8.61395 -0.75788
O -7.60494 -4.97383 0.90562
H -7.19190 -4.71868 1.74416
H -6.87457 -4.95309 0.26913
*
```